<a>
Here is C5H6S2 in the gas phase from the OMol25 dataset. Energies are from the ωB97M-V functional and the def2-TZVPD basis.

Output
SMILES: S[C@@H]1[C@@H]2C=CS[C@H]12
Total charge: 0
Multiplicity: 1
Highest occupied orbital energy in eV: -8.167

Last column: Mulliken charge in e.
Geometry (Å):
1 S 2.089 -0.914 0.135  -0.1903
2 C 1.012 0.477 -0.562  -0.4884
3 C -0.368 1.096 0.019  -0.3136
4 C -0.877 0.334 1.199  -0.0523
5 C -1.001 -1.033 0.998  -0.5775
6 S -1.024 -1.336 -0.811  -0.1679
7 C -0.278 0.350 -1.230  0.1740
8 H 1.140 -1.852 0.006  0.1201
9 H 1.669 1.209 -1.235  0.3069
10 H -0.085 2.196 0.069  0.3105
11 H -0.902 0.975 2.100  0.3110
12 H -1.082 -2.091 1.689  0.2519
13 H -0.294 0.589 -2.376  0.3157

=====

<b>
Here is 2 unconnected molecules or ions with the total composition C5H6S2 from the OMol25 dataset. Energies are from the ωB97M-V functional and the def2-TZVPD basis.

Output
Total charge: 0
Multiplicity: 1
Highest occupied orbital energy (spin up / spin down) in eV: -8.216 / -8.217

Last column: Mulliken charge in e.
Geometry (Å):
1 C 1.449 0.188 1.930  -0.4371
2 C 2.523 0.477 1.537  -0.1421
3 C -0.441 0.013 -1.410  -0.4493
4 C -1.142 -1.146 -0.774  -0.4523
5 C 0.274 -0.947 -0.593  0.2344
6 S 3.091 -1.112 -1.336  -0.3109
7 S 1.578 -1.950 -0.522  0.0476
8 H 0.510 -0.051 2.580  0.2897
9 H 3.489 0.979 1.168  0.3180
10 H -0.313 -0.014 -2.527  0.1960
11 H -0.516 0.923 -1.033  0.2481
12 H -1.578 -1.033 0.205  0.2027
13 H -1.634 -1.964 -1.334  0.2553

=====

Going by the computed energies, the most stable comes first: <a>, <b>.

=====

<a>
Here is CH3ClN2O2 in the gas phase from the OMol25 dataset. Energies are from the ωB97M-V functional and the def2-TZVPD basis.

Output
SMILES: C/N=[N+](/[O-])OCl
Total charge: 0
Multiplicity: 1
Highest occupied orbital energy in eV: -10.670

Last column: Mulliken charge in e.
Geometry (Å):
1 C -0.006 -0.008 -0.180  -0.8263
2 N -0.245 -0.019 -1.560  -0.3941
3 N -0.958 0.776 -2.127  0.9750
4 O -1.176 0.939 -3.288  -0.5967
5 O -1.603 1.847 -1.201  -0.3083
6 Cl -2.783 1.038 -0.356  0.0336
7 H -0.792 -0.273 0.392  0.3816
8 H 0.684 -0.791 -0.154  0.3509
9 H 0.195 0.999 0.160  0.3842

=====

<b>
Here is 2 unconnected molecules or ions with the total composition CH3ClN2O2 from the OMol25 dataset. Energies are from the ωB97M-V functional and the def2-TZVPD basis.

Output
Total charge: 0
Multiplicity: 1
Highest occupied orbital energy in eV: -10.139

Last column: Mulliken charge in e.
Geometry (Å):
1 C 0.060 0.023 0.064  -0.3839
2 N 2.057 -0.195 -0.564  -0.3539
3 N 2.668 0.892 0.043  1.0934
4 O 2.085 1.914 0.090  -0.5770
5 O 3.834 0.782 0.392  -0.5977
6 Cl 2.632 -1.718 -0.128  0.0062
7 H -0.021 -1.079 -0.234  0.2418
8 H 0.128 0.325 1.084  0.3070
9 H -0.456 0.592 -0.802  0.2640

=====

<c>
Here is a molecular structure, CH3ClN2O2 from the OMol25 dataset. Energies are from the ωB97M-V functional and the def2-TZVPD basis.

Output
Total charge: 0
Multiplicity: 1
Highest occupied orbital energy in eV: -9.700

Last column: Mulliken charge in e.
Geometry (Å):
1 C 1.291 0.642 -0.415  -0.2004
2 N -0.963 0.024 0.527  -0.4065
3 N -0.237 -0.492 -0.313  0.7514
4 O -0.252 -1.463 -1.020  -0.6171
5 O -2.154 -0.665 0.773  -0.3748
6 Cl 2.544 -0.138 0.455  -0.0979
7 H 1.464 0.669 -1.483  0.2711
8 H 0.925 1.544 0.051  0.2924
9 H -2.619 -0.122 1.425  0.3819

=====

Going by the computed energies, the most stable comes first: <c>, <a>, <b>.

=====

<a>
Here is a molecular structure, C35H47B2F4N9NdS5 from the OMol25 dataset. Energies are from the ωB97M-V functional and the def2-TZVPD basis.

Output
Total charge: +1
Multiplicity: 4
Highest occupied orbital energy (spin up / spin down) in eV: -10.522 / -10.538

Last column: Mulliken charge in e.
Geometry (Å):
1 Nd 14.037 16.108 9.630  0.9519
2 C 8.921 15.492 6.737  -1.9448
3 C 9.387 14.769 7.924  0.6305
4 C 8.578 13.848 8.542  -1.1111
5 C 8.944 13.145 9.698  0.3569
6 N 10.145 13.432 10.106  0.3549
7 N 10.932 14.377 9.580  -0.4975
8 B 11.418 13.703 10.897  -1.5396
9 N 12.478 12.658 10.798  0.9892
10 N 12.039 11.579 10.099  -0.3303
11 C 12.870 10.578 9.987  0.0616
12 C 14.125 10.531 10.592  -0.6419
13 C 14.600 11.635 11.240  -0.9502
14 C 15.967 11.663 11.876  -1.7746
15 C 13.716 12.788 11.302  2.0607
16 S 14.271 14.284 11.934  -0.3169
17 C 12.418 9.400 9.179  2.1902
18 C 12.552 8.132 10.006  -1.8399
19 C 13.408 9.343 8.020  -1.7125
20 C 11.004 9.538 8.618  -1.7345
21 N 11.327 14.386 12.262  0.7091
22 N 11.324 13.392 13.182  -0.4146
23 C 11.483 13.711 14.423  -0.0114
24 C 11.726 15.083 14.790  -0.6219
25 C 11.613 16.083 13.875  0.2468
26 C 11.859 17.522 14.208  -1.8561
27 C 11.430 15.721 12.504  1.1067
28 S 11.486 16.833 11.252  -0.2451
29 C 11.544 12.564 15.432  2.1874
30 C 12.902 11.872 15.222  -1.4142
31 C 10.372 11.576 15.177  -1.3488
32 C 11.482 13.105 16.849  -2.1925
33 C 10.695 15.085 8.475  1.1023
34 S 11.691 16.274 7.848  -0.4826
35 C 8.096 12.124 10.512  2.4309
36 C 6.950 12.917 11.125  -2.0259
37 C 7.614 11.052 9.519  -1.5767
38 C 8.907 11.507 11.646  -1.7938
39 H 7.893 15.253 6.510  0.4185
40 H 9.584 15.261 5.920  0.3986
41 H 9.050 16.558 6.852  0.4178
42 H 7.605 13.646 8.132  0.3778
43 H 14.732 9.658 10.511  0.4888
44 H 16.378 10.643 11.867  0.4699
45 H 15.929 12.061 12.883  0.3390
46 H 16.628 12.299 11.326  0.3237
47 H 13.617 7.870 10.190  0.3498
48 H 12.083 7.316 9.449  0.4861
49 H 12.047 8.189 10.958  0.3536
50 H 14.439 9.390 8.329  0.4004
51 H 13.324 10.207 7.345  0.3704
52 H 13.255 8.449 7.437  0.4764
53 H 10.227 9.413 9.385  0.2845
54 H 10.878 8.699 7.913  0.4969
55 H 10.829 10.500 8.104  0.2116
56 H 12.002 15.334 15.823  0.3033
57 H 11.931 17.641 15.259  0.4451
58 H 11.114 18.182 13.774  0.3958
59 H 12.817 17.817 13.740  0.2584
60 H 12.987 11.599 14.168  0.0844
61 H 13.081 11.031 15.852  0.4866
62 H 13.694 12.586 15.356  0.4303
63 H 10.497 11.136 14.166  0.0653
64 H 9.431 12.113 15.255  0.3810
65 H 10.528 10.744 15.918  0.4698
66 H 12.333 13.705 17.124  0.4185
67 H 11.459 12.249 17.538  0.4288
68 H 10.577 13.694 17.059  0.4365
69 H 6.359 13.396 10.363  0.4321
70 H 7.321 13.674 11.828  0.3611
71 H 6.272 12.267 11.703  0.4519
72 H 6.997 11.522 8.776  0.4257
73 H 7.075 10.276 10.069  0.4308
74 H 8.462 10.563 9.048  0.2584
75 H 9.134 12.256 12.431  0.1761
76 H 9.837 11.093 11.304  0.1411
77 H 8.309 10.723 12.077  0.7120
78 C 18.263 13.094 6.779  -0.9088
79 S 16.712 12.449 7.542  0.1072
80 C 15.877 13.945 7.811  0.4268
81 S 14.170 13.745 8.226  -0.3262
82 N 16.436 15.062 7.554  -0.9273
83 N 15.636 16.189 7.740  0.5098
84 C 15.956 17.297 7.201  -0.5282
85 C 15.149 18.483 7.414  0.8972
86 C 15.394 19.635 6.664  -0.8883
87 C 14.569 20.721 6.841  -0.4650
88 C 13.504 20.613 7.723  -0.8549
89 C 13.303 19.424 8.444  -0.3458
90 N 14.140 18.369 8.321  0.4099
91 H 18.757 12.319 6.222  0.3640
92 H 18.917 13.437 7.594  0.2696
93 H 18.018 13.976 6.164  0.2715
94 H 16.837 17.350 6.531  0.3376
95 H 16.221 19.682 5.982  0.4786
96 H 14.798 21.638 6.322  0.4364
97 H 12.847 21.412 7.882  0.5101
98 H 12.519 19.304 9.182  0.4903
99 F 16.086 18.862 10.524  -0.3500
100 B 16.067 17.783 11.339  0.3895
101 F 17.030 17.749 12.263  -0.3028
102 F 14.686 17.658 11.762  -0.3078
103 F 16.198 16.522 10.610  -0.3521

=====

<b>
Here is a molecular structure, C35H47B2F4N9NdS5 from the OMol25 dataset. Energies are from the ωB97M-V functional and the def2-TZVPD basis.

Output
Total charge: +1
Multiplicity: 4
Highest occupied orbital energy (spin up / spin down) in eV: -10.328 / -10.334

Last column: Mulliken charge in e.
Geometry (Å):
1 Nd 1.812 2.561 -0.731  1.1247
2 C -3.300 1.842 -3.879  -1.6628
3 C -2.813 1.093 -2.691  0.4155
4 C -3.564 0.066 -2.199  -1.3958
5 C -3.145 -0.700 -1.070  0.8366
6 N -2.077 -0.310 -0.488  0.3378
7 N -1.268 0.633 -0.991  -0.3321
8 B -0.747 -0.024 0.342  -1.1236
9 N 0.317 -1.081 0.352  1.2571
10 N -0.053 -2.224 -0.262  -0.2515
11 C 0.797 -3.209 -0.252  -0.0543
12 C 1.998 -3.139 0.533  -0.7423
13 C 2.418 -1.962 1.059  -0.3927
14 C 3.803 -1.783 1.557  -1.7608
15 C 1.514 -0.861 1.014  1.2773
16 S 1.983 0.681 1.551  -0.3872
17 C 0.431 -4.515 -0.998  1.9854
18 C 0.178 -5.643 0.084  -1.5787
19 C 1.628 -4.847 -1.917  -1.8822
20 C -0.870 -4.313 -1.787  -1.7375
21 N -0.963 0.702 1.674  0.8163
22 N -1.005 -0.292 2.569  -0.3300
23 C -1.132 -0.006 3.802  -0.0610
24 C -1.268 1.351 4.241  -0.6788
25 C -1.165 2.347 3.335  0.1102
26 C -1.100 3.791 3.805  -1.7677
27 C -0.949 1.999 1.960  1.1781
28 S -0.712 3.223 0.791  -0.2740
29 C -1.036 -1.140 4.849  2.1442
30 C 0.371 -1.742 4.975  -1.3825
31 C -1.995 -2.277 4.343  -1.5437
32 C -1.443 -0.704 6.294  -2.1157
33 C -1.501 1.357 -2.113  1.0282
34 S -0.539 2.564 -2.747  -0.4638
35 C -4.073 -1.706 -0.449  1.9893
36 C -5.322 -0.933 0.047  -1.8805
37 C -4.505 -2.849 -1.426  -1.4918
38 C -3.491 -2.386 0.771  -1.2319
39 H -4.292 1.442 -4.114  0.3966
40 H -2.674 1.699 -4.778  0.3349
41 H -3.305 2.986 -3.732  0.3173
42 H -4.475 -0.208 -2.660  0.5134
43 H 2.656 -3.997 0.531  0.4205
44 H 4.292 -2.780 1.674  0.4634
45 H 3.797 -1.212 2.536  0.3247
46 H 4.369 -1.199 0.825  0.3159
47 H 1.049 -5.802 0.725  0.3679
48 H -0.065 -6.580 -0.496  0.4215
49 H -0.693 -5.380 0.710  0.2692
50 H 2.441 -5.333 -1.360  0.3848
51 H 2.043 -3.994 -2.423  0.4029
52 H 1.275 -5.520 -2.658  0.4999
53 H -1.692 -4.218 -1.037  0.0481
54 H -1.100 -5.174 -2.330  0.6264
55 H -0.859 -3.486 -2.441  0.4149
56 H -1.251 1.585 5.289  0.2803
57 H -1.186 3.741 4.859  0.4280
58 H -1.895 4.430 3.343  0.3311
59 H -0.139 4.286 3.508  0.3207
60 H 0.870 -1.762 4.024  0.1307
61 H 0.262 -2.772 5.307  0.3742
62 H 0.956 -1.195 5.718  0.4289
63 H -1.576 -2.812 3.509  0.2909
64 H -2.970 -1.895 3.977  0.2930
65 H -2.031 -3.009 5.159  0.5165
66 H -0.810 0.114 6.650  0.4817
67 H -1.419 -1.575 6.913  0.4440
68 H -2.490 -0.390 6.339  0.4201
69 H -5.820 -0.441 -0.793  0.3945
70 H -5.068 -0.117 0.751  0.3198
71 H -6.007 -1.554 0.570  0.5085
72 H -4.949 -2.540 -2.379  0.2987
73 H -5.190 -3.504 -0.937  0.5052
74 H -3.649 -3.472 -1.681  0.2122
75 H -3.211 -1.605 1.485  0.0680
76 H -2.589 -3.019 0.517  -0.2545
77 H -4.316 -3.002 1.258  0.6171
78 C 5.216 -0.304 -5.064  -0.8859
79 S 3.966 -1.072 -3.932  0.0458
80 C 3.238 0.323 -3.187  0.0909
81 S 2.191 0.031 -1.822  -0.0596
82 N 3.533 1.454 -3.693  -1.1829
83 N 2.995 2.530 -3.081  0.8412
84 C 3.147 3.645 -3.664  -0.5107
85 C 2.508 4.880 -3.162  0.8247
86 C 2.575 6.042 -3.984  -0.9906
87 C 2.074 7.187 -3.421  -0.3520
88 C 1.511 7.175 -2.129  -0.8827
89 C 1.561 5.996 -1.381  -0.2294
90 N 2.072 4.880 -1.915  0.2512
91 H 5.599 -1.088 -5.683  0.3678
92 H 5.956 0.116 -4.354  0.2662
93 H 4.733 0.465 -5.605  0.2670
94 H 3.740 3.657 -4.596  0.3116
95 H 3.001 5.986 -4.974  0.4927
96 H 2.036 8.088 -3.994  0.4419
97 H 0.978 8.058 -1.778  0.4100
98 H 1.227 5.826 -0.353  0.4932
99 F 4.531 5.198 0.128  -0.3641
100 B 4.207 4.012 0.724  0.5160
101 F 4.902 3.786 1.919  -0.3421
102 F 2.705 3.930 0.903  -0.3003
103 F 4.300 2.897 -0.211  -0.4295

=====

Going by the computed energies, the most stable comes first: <a>, <b>.